This record from the OMol25 dataset describes C48H48FGe2NO2RuS2 as an isolated structure at a distorted geometry. The level of theory is wB97M-V/def2-TZVPD.

Atoms and positions in Å:
Ru: 0.228 0.107 -0.113
C: -3.638 0.492 -2.310
C: -3.545 1.215 -0.967
C: -3.118 2.670 -1.187
C: -2.650 0.525 0.047
C: -2.159 -0.773 -0.143
C: -1.516 -1.476 0.893
C: -1.354 -0.881 2.158
C: -0.852 -1.641 3.341
C: -1.794 0.439 2.313
C: -2.428 1.123 1.294
H: -4.321 1.031 -2.966
H: -4.023 -0.522 -2.203
H: -2.664 0.447 -2.798
H: -4.549 1.221 -0.527
H: -2.078 2.704 -1.522
H: -3.197 3.268 -0.281
H: -3.749 3.131 -1.948
H: -2.382 -1.299 -1.058
H: -1.280 -2.523 0.758
H: -1.698 -2.135 3.828
H: -0.386 -0.977 4.070
H: -0.152 -2.420 3.058
H: -1.674 0.917 3.279
H: -2.790 2.125 1.485
C: 1.741 5.624 -1.577
Ge: 0.942 3.883 -2.079
C: 2.172 3.056 -3.411
C: -0.714 4.282 -3.128
Ge: 0.662 2.604 0.129
C: 2.436 3.235 0.802
C: 2.619 3.713 2.098
C: 3.878 4.066 2.563
C: 4.985 3.968 1.734
C: 4.815 3.536 0.426
C: 3.557 3.171 -0.025
C: -0.575 3.803 1.146
C: -1.266 4.849 0.541
C: -2.108 5.674 1.273
C: -2.298 5.448 2.629
C: -1.625 4.403 3.249
C: -0.774 3.593 2.511
H: 1.968 6.173 -2.493
H: 2.659 5.469 -1.013
H: 1.058 6.215 -0.967
H: 1.800 3.281 -4.412
H: 2.248 1.975 -3.311
H: 3.170 3.481 -3.301
H: -0.437 4.377 -4.179
H: -1.154 5.225 -2.800
H: -1.473 3.504 -3.049
H: 1.767 3.819 2.757
H: 3.992 4.418 3.582
H: 5.967 4.233 2.103
H: 5.665 3.478 -0.242
H: 3.450 2.827 -1.047
H: -1.155 5.017 -0.525
H: -2.617 6.496 0.785
H: -2.967 6.078 3.199
H: -1.767 4.221 4.307
H: -0.260 2.774 3.006
O: 1.051 -6.535 3.324
S: 0.435 -6.176 2.081
O: -0.886 -6.668 1.813
N: 0.473 -4.524 1.890
C: 1.227 -4.182 0.891
S: 1.593 -2.580 0.423
C: 1.840 -5.308 0.131
C: 2.630 -5.254 -1.005
C: 3.095 -6.450 -1.537
C: 2.782 -7.668 -0.943
C: 1.979 -7.721 0.191
C: 1.518 -6.528 0.700
H: 2.872 -4.301 -1.458
H: 3.710 -6.436 -2.428
H: 3.166 -8.585 -1.371
H: 1.724 -8.661 0.663
C: 4.251 -0.129 3.488
C: 2.867 0.104 3.445
C: 2.227 0.216 2.244
C: 2.919 0.095 1.013
C: 2.265 0.120 -0.273
C: 3.024 -0.009 -1.410
C: 4.419 -0.170 -1.341
C: 5.052 -0.235 -0.135
C: 4.322 -0.116 1.069
C: 4.960 -0.222 2.326
H: 4.746 -0.241 4.444
H: 2.310 0.185 4.370
H: 1.155 0.395 2.244
H: 2.548 -0.032 -2.381
H: 4.977 -0.258 -2.265
H: 6.121 -0.404 -0.079
H: 6.030 -0.394 2.352
F: -0.263 -1.389 -6.102
C: -0.152 -1.118 -4.791
C: -0.262 0.190 -4.366
C: -0.128 0.451 -3.008
C: 0.124 -0.568 -2.086
C: 0.205 -1.878 -2.556
C: 0.067 -2.160 -3.908
H: -0.442 0.984 -5.080
H: -0.220 1.480 -2.673
H: 0.384 -2.695 -1.867
H: 0.143 -3.171 -4.285

Summary:
HOMO level (alpha / beta): -0.2691 / -0.2934 Ha
2S+1: 5
net charge: 0
energy: -196138.0001 eV
HOMO-LUMO gap (alpha / beta): 6.81 / 5.40 eV

Löwdin population analysis, charges in e, atoms 1 to 99: 1.177, -0.057, -0.348, -0.061, -0.204, -0.101, -0.107, -0.291, -0.029, -0.055, -0.049, 0.086, 0.083, 0.063, 0.149, 0.033, 0.066, 0.093, 0.109, 0.103, 0.102, 0.080, 0.051, 0.119, 0.115, -0.224, 0.744, -0.234, -0.244, 0.892, -0.359, -0.103, -0.081, -0.086, -0.080, -0.165, -0.363, -0.146, -0.080, -0.085, -0.082, -0.171, 0.023, 0.007, 0.014, 0.017, -0.016, 0.018, 0.016, 0.017, -0.022, 0.082, 0.102, 0.101, 0.106, 0.069, 0.061, 0.105, 0.102, 0.105, 0.089, -0.293, 0.640, -0.300, -0.086, -0.750, 0.818, -0.236, -0.034, -0.068, -0.070, -0.034, -0.211, 0.095, 0.104, 0.105, 0.122, -0.067, -0.062, -0.107, -0.283, -0.371, -0.121, -0.063, -0.020, -0.172, -0.021, 0.105, 0.106, 0.056, 0.087, 0.109, 0.117, 0.115, 0.065, -0.278, -0.008, -0.166, -0.290

This record from the OMol25 dataset describes C10H21Cl2PSc as an isolated structure at a distorted geometry. The level of theory is wB97M-V/def2-TZVPD.

Atoms and positions in Å:
Sc: 2.751 -1.807 -0.389
Cl: 1.246 -3.411 -1.122
Cl: 3.607 -2.391 1.582
C: -1.758 0.309 -0.966
H: -2.861 0.215 -1.167
H: -1.216 -0.716 -1.131
C: 3.001 0.375 1.370
C: -1.055 1.389 -1.383
H: 2.331 0.806 2.140
C: 0.085 1.587 -2.342
H: -1.014 2.199 -0.617
C: 1.114 0.432 -2.478
H: -0.208 1.971 -3.313
H: 0.673 2.388 -1.853
C: 2.388 0.372 -1.414
H: 0.558 -0.528 -2.567
H: 1.534 0.562 -3.499
C: 2.349 0.259 0.025
H: 2.716 -0.608 -1.907
H: 3.159 1.079 -1.775
H: 1.425 -0.213 0.471
H: 3.661 -0.200 0.611
C: -3.425 -0.712 1.082
P: -1.729 -0.105 1.037
C: -1.572 1.243 2.208
C: -0.639 -1.436 1.588
H: -4.050 0.007 0.535
H: -3.791 -0.816 2.111
H: -3.458 -1.681 0.567
H: -1.543 0.886 3.244
H: -0.657 1.819 2.049
H: -2.414 1.940 2.135
H: -1.107 -1.994 2.413
H: -0.424 -2.149 0.779
H: 0.323 -1.073 1.977

Summary:
HOMO level (alpha / beta): -0.0835 / -0.0626 Ha
net charge: -1
ΔE to the lowest compared entry with this formula, charge and spin: 21.37 kcal per mole
energy: -65737.4245 eV
HOMO-LUMO gap (alpha / beta): 4.85 / 4.29 eV

Computed Löwdin charges, given in elementary charges: -0.054, -0.122, 0.009, -0.364, 0.055, 0.097, -0.196, -0.343, 0.027, -0.278, 0.049, -0.178, 0.068, 0.094, -0.281, 0.080, 0.095, -0.485, 0.011, 0.115, 0.048, -0.016, -0.249, 0.875, -0.224, -0.230, 0.045, 0.044, 0.062, 0.049, 0.051, 0.053, 0.053, 0.004, 0.039

This record from the OMol25 dataset describes CH4NOPS as an isolated structure at a distorted geometry. The level of theory is wB97M-V/def2-TZVPD.

Atoms and positions in Å:
C: 0.629 -0.225 -0.607
N: -1.646 0.832 0.299
O: -0.273 -0.186 -1.681
P: -0.135 0.415 0.950
S: -1.891 -0.206 -0.994
H: 0.758 -1.237 -0.482
H: 1.536 0.171 -0.959
H: -1.737 1.911 0.072
H: -0.487 -0.994 1.327

Summary:
HOMO level: -0.3143 Ha
net charge: 0
ΔE to the lowest compared entry with this formula, charge and spin: 22.48 kcal per mole
energy: -24761.5203 eV
HOMO-LUMO gap: 9.22 eV

Computed Löwdin charges, given in elementary charges: -0.540, -0.697, -0.524, 0.777, 0.817, 0.034, 0.067, 0.091, -0.026

This record from the OMol25 dataset describes C52H48FN4O3PSe2W as an isolated structure. The level of theory is wB97M-V/def2-TZVPD.

Atoms and positions in Å:
W: 0.132 -0.161 0.515
O: -1.400 3.475 2.661
C: -0.423 3.497 3.611
C: -0.325 4.644 4.388
C: 0.649 4.738 5.363
C: 1.545 3.693 5.582
C: 1.448 2.550 4.821
C: 0.464 2.434 3.831
C: 0.408 1.207 3.040
O: -0.187 1.262 1.838
N: 0.882 0.080 3.438
N: 0.614 -0.876 2.480
C: 0.580 -2.083 2.967
C: -0.186 -3.120 2.395
C: -0.227 -4.394 2.994
C: -1.218 -5.278 2.658
C: -2.229 -4.881 1.769
C: -2.221 -3.635 1.184
C: -1.161 -2.766 1.445
O: -1.127 -1.581 0.834
H: -1.305 2.666 2.143
H: -1.027 5.449 4.213
H: 0.716 5.638 5.959
H: 2.309 3.777 6.342
H: 2.131 1.723 4.969
H: 1.019 -2.215 3.951
H: 0.520 -4.652 3.734
H: -1.247 -6.262 3.105
H: -3.038 -5.565 1.546
H: -3.013 -3.318 0.522
C: -2.790 0.203 2.755
C: -3.536 -0.289 1.544
C: -4.685 -1.038 1.746
C: -5.443 -1.499 0.680
C: -5.078 -1.158 -0.605
C: -3.951 -0.375 -0.864
C: -3.775 0.043 -2.306
C: -3.156 0.009 0.227
N: -1.910 0.727 -0.032
C: -1.988 1.899 -0.543
C: -3.227 2.730 -0.586
C: -0.725 2.495 -1.084
C: -0.903 3.635 -2.036
N: 0.390 1.961 -0.739
C: 1.569 2.789 -0.972
C: 1.583 4.040 -0.324
C: 0.524 4.530 0.636
C: 2.685 4.868 -0.496
C: 3.763 4.478 -1.265
C: 3.751 3.230 -1.860
C: 2.675 2.361 -1.722
C: 2.776 1.030 -2.403
H: -3.223 -0.229 3.654
H: -2.869 1.288 2.856
H: -1.735 -0.065 2.741
H: -4.987 -1.264 2.760
H: -6.332 -2.091 0.858
H: -5.695 -1.461 -1.443
H: -3.615 -0.829 -2.942
H: -2.951 0.723 -2.492
H: -4.691 0.530 -2.645
H: -4.053 2.249 -0.074
H: -3.526 2.961 -1.608
H: -3.006 3.683 -0.095
H: -1.626 3.333 -2.799
H: 0.028 3.910 -2.518
H: -1.317 4.512 -1.538
H: -0.238 3.794 0.888
H: 0.023 5.417 0.245
H: 0.996 4.827 1.575
H: 2.696 5.828 0.006
H: 4.615 5.133 -1.386
H: 4.601 2.906 -2.446
H: 3.780 0.901 -2.805
H: 2.071 0.959 -3.228
H: 2.580 0.208 -1.718
Se: -0.370 -0.598 -2.118
P: 0.574 -2.563 -2.216
Se: 1.531 -2.349 -0.257
C: -0.669 -3.826 -2.502
C: -1.979 -3.585 -2.082
C: -2.967 -4.518 -2.339
C: -2.655 -5.691 -3.015
C: -1.357 -5.927 -3.444
C: -0.361 -4.995 -3.198
C: 1.874 -2.750 -3.429
C: 2.847 -3.726 -3.201
C: 3.873 -3.889 -4.115
C: 3.930 -3.082 -5.246
C: 2.963 -2.112 -5.468
C: 1.931 -1.941 -4.557
H: -2.221 -2.651 -1.591
H: -3.985 -4.326 -2.026
H: -3.430 -6.417 -3.223
H: -1.119 -6.833 -3.984
H: 0.642 -5.178 -3.557
H: 2.814 -4.347 -2.312
H: 4.630 -4.642 -3.945
H: 4.736 -3.211 -5.957
H: 3.011 -1.489 -6.351
H: 1.171 -1.188 -4.729
F: 5.979 1.980 1.917
C: 4.777 1.498 1.610
C: 3.690 2.341 1.577
C: 2.456 1.814 1.240
C: 2.239 0.470 0.887
C: 3.381 -0.340 1.011
C: 4.630 0.147 1.353
H: 3.799 3.390 1.823
H: 1.636 2.510 1.273
H: 3.360 -1.404 0.850
H: 5.484 -0.513 1.425

Summary:
HOMO level: -0.4785 Ha
net charge: +2
ΔE to the lowest compared entry with this formula, charge and spin: 19.20 kcal per mole
energy: -211319.3377 eV
HOMO-LUMO gap: 6.16 eV

Löwdin population analysis, charges in e, atoms 1 to 99: 1.558, 0.031, -0.258, 0.004, -0.041, -0.057, -0.008, -0.087, -0.377, -0.280, 0.160, -0.130, -0.016, -0.187, 0.004, -0.034, -0.011, 0.017, -0.315, -0.342, 0.044, 0.130, 0.119, 0.114, 0.122, 0.161, 0.132, 0.121, 0.124, 0.110, 0.002, -0.201, -0.027, -0.048, -0.037, -0.207, -0.054, -0.192, -0.002, -0.275, 0.033, -0.292, 0.028, 0.055, -0.212, -0.227, -0.014, -0.032, -0.035, -0.020, -0.192, -0.042, 0.099, 0.094, 0.047, 0.123, 0.119, 0.126, 0.084, 0.030, 0.102, 0.106, 0.106, 0.115, 0.108, 0.106, 0.106, 0.050, 0.107, 0.103, 0.130, 0.121, 0.122, 0.092, 0.064, 0.030, 0.593, 0.393, 0.658, -0.365, -0.125, -0.058, -0.042, -0.046, -0.056, -0.422, -0.110, -0.049, -0.044, -0.050, -0.088, 0.053, 0.113, 0.119, 0.119, 0.105, 0.107, 0.118, 0.119

> The lowest energy belongs to which entry?

C52H48FN4O3PSe2W